(1)
Below is a molecular structure, C17H17AuBr, with properties calculated with ωB97M-V with the def2-TZVPD basis set.

Computed properties:
- Lowest unoccupied orbital energy (alpha / beta): 3.303 / 0.792 eV
- HOMO energy (alpha / beta): -1.5 / -3.4 eV
- ⟨S²⟩: 2.024
- Frontier orbital gap (alpha / beta): 4.795 / 4.191 eV

Structure (ORCA input):
```
! wB97M-V def2-TZVPD RIJCOSX def2/J DEFGRID3
* xyz -1 3
C -1.4572 -0.8979 -2.0289
C -1.5344 -1.9471 -0.9924
C -2.2493 -1.3513 0.1144
H -1.3008 -2.9951 -1.1141
C -2.5968 -0.0384 -0.2165
C -2.1328 0.2530 -1.5152
H -2.2982 1.1916 -2.0412
H -1.1219 -1.0405 -3.0448
H -2.5073 -1.8667 1.0346
H -3.1998 0.6263 0.3953
Au 0.5184 -1.1953 -0.6761
Br 0.6196 -1.4131 2.0690
C 2.2807 1.2804 0.2060
C 1.4640 2.0581 -0.6456
C 1.2789 1.3677 -1.8510
H 1.0879 3.0506 -0.4101
C 2.0246 0.1213 -1.7833
C 2.5833 0.0443 -0.4297
H 3.3088 -0.6732 -0.0801
H 2.6679 1.6139 1.1711
H 0.7299 1.7171 -2.7149
H 2.2242 -0.5667 -2.5930
C -0.4503 0.4434 2.5322
C -0.4926 0.9880 3.9169
C 0.3923 0.4958 4.8987
C 0.3774 0.9408 6.2087
C -0.4897 1.9290 6.6964
C -1.3480 2.4411 5.7218
C -1.3697 2.0182 4.3829
H -1.4113 0.1852 2.0778
H 0.1528 0.9826 1.7819
H 1.1137 -0.2549 4.5952
H 1.0813 0.5688 6.9401
H -0.4869 2.2895 7.7589
H -1.9980 3.2469 6.0532
H -2.0478 2.5136 3.6906
*
```



(2)
Below is a molecular structure, C3H6N2OS2, with properties calculated with ωB97M-V with the def2-TZVPD basis set.

Computed properties:
- Lowest unoccupied orbital energy: 0.235 eV
- Energy above the lowest of the compared OMol25 structures with the same formula, charge and spin: 4.721 eV
- HOMO energy: -9.0 eV
- Frontier orbital gap: 9.219 eV

Structure (ORCA input):
```
! wB97M-V def2-TZVPD RIJCOSX def2/J DEFGRID3
* xyz 0 1
C -2.7612 0.0874 -0.2423
C -1.4222 -0.4977 0.3130
C 2.0760 1.1924 -0.1289
H -3.0218 -0.4342 -1.4950
H -3.7141 -0.2126 0.6822
H -2.5226 1.3232 -0.3708
H -1.6055 -1.3188 1.0269
H 3.5064 0.1308 0.7465
H 1.3969 -1.8325 0.3331
N -0.1432 -0.2299 0.0141
N 2.6547 0.0183 0.1906
O 2.6512 2.2522 0.1027
S 0.4036 1.0730 -0.7002
S 2.5016 -1.5516 -0.4719
*
```



(3)
Below is 7 unconnected molecules or ions with the total composition C15H41N3O18S4, with properties calculated with ωB97M-V with the def2-TZVPD basis set.

Computed properties:
- SMILES string: CCOS(C)(=O)=O.CCOS(C)(=O)=O.CCOS(C)(=O)=O.CCOS(C)(=O)=O.C[N+](=O)[O-].C[N+](=O)[O-].C[N+](=O)[O-]
- Lowest unoccupied orbital energy: -0.153 eV
- Energy above the lowest of the compared OMol25 structures with the same formula, charge and spin: 1.136 eV
- HOMO energy: -10.7 eV
- Frontier orbital gap: 10.576 eV

Structure (ORCA input):
```
! wB97M-V def2-TZVPD RIJCOSX def2/J DEFGRID3
* xyz 0 1
C 3.3082 -1.0738 13.0174
C 4.4562 -0.5489 13.9097
O 5.5382 -0.1649 13.0385
S 6.9984 -0.4709 13.4970
C 7.4121 0.8522 14.6644
O 6.9287 -1.7365 14.1740
O 7.8716 -0.2040 12.4061
H 3.2175 -0.3443 12.2425
H 2.3639 -1.0934 13.6157
H 3.4690 -2.0346 12.6080
H 4.1712 0.4035 14.3773
H 4.8156 -1.2483 14.6606
H 6.7507 0.8796 15.5436
H 7.4750 1.7414 14.0074
H 8.3718 0.4822 14.9247
C 10.1167 -8.0768 16.9339
C 10.8692 -7.2457 17.8746
O 11.7696 -6.3260 17.2272
S 12.8114 -5.4586 17.9931
C 11.9739 -3.9965 18.3549
O 13.1067 -6.0906 19.2828
O 13.8633 -5.2234 17.0165
H 9.4984 -7.5091 16.2907
H 9.4174 -8.7999 17.4085
H 10.7486 -8.7578 16.3753
H 10.1555 -6.5434 18.3309
H 11.4329 -7.7287 18.6755
H 12.6144 -3.2200 18.7814
H 11.2291 -4.3211 19.0918
H 11.3933 -3.6584 17.5250
C 8.2293 -7.1894 20.2587
C 7.1349 -6.1493 20.1799
O 6.5457 -5.9872 21.4875
S 5.4117 -4.8670 21.6734
C 4.2411 -5.4575 20.5776
O 4.8965 -5.0648 22.9791
O 5.8434 -3.5746 21.2896
H 7.8565 -8.1301 20.5049
H 9.1751 -6.8754 20.7155
H 8.5396 -7.3321 19.2173
H 7.5045 -5.1984 19.9044
H 6.3424 -6.4602 19.5097
H 4.5169 -5.1027 19.6184
H 3.2565 -5.0015 20.8677
H 4.2045 -6.5670 20.6506
C 10.5142 -0.3453 16.2459
C 9.4334 -1.2206 16.9328
O 8.2364 -0.4346 17.3559
S 6.8936 -1.0548 17.7711
C 7.0585 -0.8176 19.4995
O 5.8617 -0.1757 17.2396
O 6.7706 -2.3963 17.4141
H 10.7130 0.6736 16.7219
H 10.3557 -0.2418 15.2246
H 11.4740 -0.9600 16.3713
H 8.9835 -2.0060 16.3920
H 9.7271 -1.7056 17.8858
H 6.0870 -0.7532 19.9298
H 7.5510 0.1126 19.6062
H 7.7587 -1.5859 19.8875
C 8.6374 -3.6193 23.2185
N 9.3713 -3.8572 21.9196
O 9.2720 -3.0378 21.0632
O 10.0722 -4.8983 21.8538
H 8.0086 -4.5029 23.3060
H 8.0149 -2.7424 23.0845
H 9.2317 -3.5990 24.1128
C 3.2265 -2.3672 17.7235
N 3.6558 -3.5434 16.8923
O 4.0046 -4.5682 17.4738
O 3.5014 -3.5235 15.6677
H 2.8271 -1.6446 17.0538
H 4.1218 -2.0586 18.2081
H 2.4699 -2.7257 18.4054
C 7.8964 -5.3517 14.7860
N 8.5250 -4.8839 16.0846
O 8.1957 -5.5733 17.0571
O 9.3127 -3.9784 16.1655
H 8.6048 -5.9267 14.2168
H 7.5408 -4.4828 14.2537
H 7.1068 -6.0679 15.0506
*
```



Number 1: maximum force 3.54 eV/A. Number 2: maximum force 6.02 eV/A. Number 3: maximum force 3.61 eV/A.